Formula: C28H30F3N5
Source: the Open Molecules 2025 dataset
Level of theory: ωB97M-V/def2-TZVPD

Structure (ORCA input):
```
! RIJCOSX wB97M-V def2-TZVPD def2/J DEFGRID3
* xyz 1 2
F -7.734 0.798 -1.582
C -6.437 1.041 -1.459
C -5.611 0.396 -2.392
C -4.212 0.585 -2.336
C -3.629 1.365 -1.310
C -4.501 1.987 -0.363
C -5.906 1.799 -0.410
H -6.101 -0.189 -3.156
H -3.543 0.153 -3.066
H -2.567 1.525 -1.204
H -3.963 2.621 0.327
H -6.610 2.062 0.366
F 4.748 -6.193 0.549
C 3.829 -5.217 0.559
C 2.871 -5.069 -0.425
C 2.058 -3.949 -0.414
C 2.215 -2.925 0.499
C 3.128 -3.185 1.545
C 3.940 -4.313 1.590
H 2.831 -5.993 -0.982
H 1.262 -3.946 -1.144
H 1.608 -2.032 0.525
H 3.325 -2.369 2.224
H 4.790 -4.356 2.255
F -2.415 5.501 -0.338
C -1.386 5.010 -1.058
C -0.845 5.828 -2.092
C 0.259 5.430 -2.770
C 0.820 4.148 -2.504
C 0.328 3.455 -1.421
C -0.805 3.858 -0.718
H -1.329 6.783 -2.238
H 0.641 6.064 -3.556
H 1.648 3.950 -3.168
H 0.824 2.524 -1.187
H -1.199 3.255 0.087
C 1.166 0.745 1.629
C 0.174 0.571 0.500
N -0.668 0.422 -0.321
H 2.141 1.013 1.222
H 1.087 -0.204 2.158
H 0.936 1.528 2.352
C 1.045 -3.596 5.380
C 0.422 -2.738 4.389
N -0.167 -2.099 3.615
H 0.280 -4.214 5.851
H 1.470 -2.953 6.150
H 1.805 -4.064 4.754
C -1.939 -3.067 0.965
C -2.344 -3.484 -0.349
N -2.705 -3.770 -1.402
H -2.889 -3.119 1.497
H -1.504 -2.067 0.962
H -1.190 -3.769 1.330
C 6.551 1.434 2.706
C 5.192 1.698 2.936
N 4.098 1.880 3.137
H 6.781 1.758 1.690
H 6.689 0.354 2.746
H 7.215 1.806 3.486
C -0.567 0.761 -4.239
C -1.831 1.148 -4.884
N -2.871 1.424 -5.350
H 0.024 1.677 -4.260
H -0.066 -0.080 -4.718
H -0.666 0.606 -3.165
*
```

Results
- HOMO-LUMO gap (spin up / spin down) (eV) = 7.65 / 3.34
- M (g mol⁻¹) = 493.6
- <S²> = 0.7674
- lowest unoccupied orbital energy (spin up / spin down) (eV) = -3.571 / -7.878
- E_HOMO (spin up / spin down) (Eh) = -0.4124 / -0.4124

Mulliken population analysis, charges in e, atoms 1 to 6: -0.196 0.507 -0.382 -0.386 0.336 -0.310


Formula: C28H30F3N8S2Sc
Source: the Open Molecules 2025 dataset
Level of theory: ωB97M-V/def2-TZVPD

Structure (ORCA input):
```
! RIJCOSX wB97M-V def2-TZVPD def2/J DEFGRID3
* xyz 2 1
Sc -1.102 -0.331 1.909
F -3.238 5.318 1.305
C -3.932 4.179 1.371
F -3.986 3.657 0.143
F -5.188 4.486 1.729
C -3.332 3.245 2.402
C -3.561 3.565 3.730
C -3.077 2.749 4.746
C -2.399 1.617 4.379
N -2.151 1.302 3.100
C -2.564 2.114 2.099
S -1.991 1.614 0.530
H -4.126 4.457 3.971
H -3.240 2.985 5.788
H -2.035 0.923 5.130
N 0.580 -0.270 3.551
C 1.073 -1.594 4.043
C 0.022 -2.325 4.859
C -1.142 -2.874 4.053
N -2.030 -1.788 3.535
H 1.380 0.215 3.148
H 0.325 0.291 4.359
H 1.968 -1.450 4.646
H 1.357 -2.190 3.173
H -0.352 -1.670 5.657
H 0.509 -3.162 5.360
H -1.718 -3.566 4.665
H -0.767 -3.436 3.194
H -2.465 -1.326 4.328
H -2.790 -2.237 3.032
N -4.929 -0.656 0.427
C -3.805 -0.864 -0.264
S -2.608 -1.926 0.402
N -3.694 -0.251 -1.428
C -2.599 -0.135 -2.349
C -1.665 -1.133 -2.577
C -0.672 -0.919 -3.524
C -0.606 0.269 -4.236
C -1.549 1.260 -4.000
C -2.545 1.057 -3.061
H -5.114 -1.230 1.230
H -5.699 -0.126 0.048
H -4.447 0.387 -1.650
H -1.727 -2.079 -2.062
H 0.043 -1.707 -3.721
H 0.162 0.419 -4.983
H -1.513 2.192 -4.548
H -3.276 1.838 -2.872
N 3.890 -1.330 -3.446
C 5.016 -0.923 -4.127
C 5.678 -1.435 -5.244
C 6.805 -0.757 -5.644
C 7.266 0.393 -4.965
C 6.606 0.896 -3.873
C 5.452 0.225 -3.450
N 4.605 0.508 -2.401
C 3.696 -0.428 -2.429
C 2.626 -0.498 -1.448
C 1.804 -1.612 -1.271
C 0.829 -1.588 -0.302
N 0.628 -0.537 0.510
C 1.425 0.539 0.335
C 2.412 0.601 -0.609
H 3.300 -2.102 -3.698
H 5.328 -2.315 -5.769
H 7.357 -1.114 -6.503
H 8.163 0.884 -5.321
H 6.955 1.775 -3.347
H 1.923 -2.507 -1.867
H 0.187 -2.446 -0.159
H 1.235 1.394 0.975
H 3.030 1.482 -0.716
*
```

Results
- HOMO-LUMO gap (eV) = 6.75
- M (g mol⁻¹) = 644.7
- energy above the lowest of the compared OMol25 structures with the same formula, charge and spin (kJ/mol) = 43.2
- lowest unoccupied orbital energy (eV) = -5.773
- E_HOMO (Eh) = -0.4601

Mulliken population analysis, charges in e, atoms 1 to 6: 0.167 -0.240 0.588 -0.203 -0.256 -0.148


Formula: C28H30F4MoN3O3S2
Source: the Open Molecules 2025 dataset
Level of theory: ωB97M-V/def2-TZVPD

Structure (ORCA input):
```
! RIJCOSX wB97M-V def2-TZVPD def2/J DEFGRID3
* xyz 1 3
Mo 0.666 1.058 -1.213
C -2.057 1.726 0.340
N -1.396 2.179 -0.911
C -1.531 3.656 -0.948
C -2.129 1.665 -2.097
C -2.185 0.168 -2.033
N -0.870 -0.301 -1.586
C -0.638 -1.666 -1.704
C 0.650 -2.147 -1.532
F 1.605 -1.212 -1.232
C 1.031 -3.461 -1.648
F 2.320 -3.766 -1.470
C 0.102 -4.429 -1.953
C -1.199 -3.996 -2.108
F -2.159 -4.881 -2.372
C -1.574 -2.669 -1.980
F -2.880 -2.389 -2.110
H -3.121 1.970 0.298
H -1.933 0.658 0.481
H -1.613 2.246 1.186
H -2.590 3.905 -0.854
H -0.983 4.113 -0.130
H -1.158 4.045 -1.889
H -3.137 2.087 -2.130
H -1.587 2.001 -2.983
H -2.974 -0.149 -1.352
H -2.435 -0.221 -3.020
H 0.371 -5.471 -2.055
C -1.444 -3.386 1.574
C -0.994 -2.997 2.981
C -2.232 -2.945 3.886
C -0.022 -4.068 3.500
C -0.294 -1.639 3.000
C 0.115 -1.097 4.235
C 0.716 0.136 4.337
C 0.923 0.859 3.165
S 1.594 2.451 2.970
C 1.357 2.351 1.285
N 0.841 1.210 0.868
C 0.562 0.336 1.932
C -0.048 -0.916 1.845
C 1.616 3.404 0.311
C 2.194 4.626 0.640
C 2.381 5.571 -0.352
C 1.997 5.287 -1.659
C 1.427 4.063 -1.982
C 1.223 3.104 -1.001
H -1.954 -4.351 1.612
H -0.597 -3.486 0.890
H -2.148 -2.657 1.160
H -2.721 -3.921 3.898
H -2.951 -2.208 3.520
H -1.979 -2.689 4.916
H -0.496 -5.052 3.460
H 0.272 -3.881 4.535
H 0.884 -4.099 2.890
H -0.059 -1.659 5.145
H 1.008 0.536 5.299
H -0.345 -1.294 0.877
H 2.501 4.835 1.660
H 2.835 6.524 -0.114
H 2.158 6.023 -2.437
H 1.163 3.862 -3.014
C 3.442 -0.436 -3.684
S 2.619 1.012 -3.122
O 3.213 2.161 -3.710
O 1.143 0.845 -3.346
O 2.692 0.978 -1.596
H 3.865 -0.202 -4.659
H 2.720 -1.246 -3.746
H 4.226 -0.668 -2.965
*
```

Results
- HOMO-LUMO gap (spin up / spin down) (eV) = 7.01 / 7.39
- M (g mol⁻¹) = 692.6
- <S²> = 2.0181
- lowest unoccupied orbital energy (spin up / spin down) (eV) = -3.620 / -3.811
- E_HOMO (spin up / spin down) (Eh) = -0.3908 / -0.4117

Mulliken population analysis, charges in e, atoms 1 to 6: -1.093 -1.161 0.524 -1.410 -1.151 -0.985


Number 1: energy -1657.91156 Eh. Number 2: energy -3379.49450 Eh. Number 3: energy -2738.82157 Eh.